A 2-piece molecular cluster, C4H6O2 overall at a distorted geometry, computed with the ωB97M-V functional and the def2-TZVPD basis.

For the gap between HOMO and LUMO, the calculation gives 9.763 eV. The calculation puts the energy above the lowest of the compared OMol25 structures with the same formula, charge and spin at 384.8 kJ/mol. As for the lowest unoccupied orbital energy: 0.747 eV.

```
12
C4H6O2 | the Open Molecules 2025 dataset | the ωB97M-V functional and the def2-TZVPD basis
H 1.837 -0.530 0.864
H -1.038 -1.293 0.992
H -1.787 0.858 0.330
H -1.046 1.089 -1.270
C 0.397 1.001 0.297
H -1.405 -1.717 0.004
O 0.571 -1.151 -0.665
C 1.362 -0.133 -0.043
C -0.756 -0.913 -0.392
H 2.140 0.208 -0.736
C -0.945 0.583 -0.298
O 0.670 1.998 0.917
```

---

One molecule with the formula C4H6O2, computed with the ωB97M-V functional and the def2-TZVPD basis.

For the gap between HOMO and LUMO, the calculation gives 9.898 eV. As for the SMILES: C[C@]12O[C@H]1[C@@H]2O. The calculation puts the energy above the lowest of the compared OMol25 structures with the same formula, charge and spin at 386.2 kJ/mol. As for the lowest unoccupied orbital energy: 0.906 eV.

```
12
C4H6O2 | the Open Molecules 2025 dataset | the ωB97M-V functional and the def2-TZVPD basis
H 1.220 0.788 1.660
H 0.037 2.053 1.240
C 0.244 0.983 1.202
C 0.348 0.312 -0.116
C 0.008 -1.111 -0.393
H -0.500 0.431 1.790
H 0.717 -1.913 -0.198
C 0.098 -0.079 -1.471
H -0.448 0.145 -2.380
O 1.389 0.443 -1.105
O -1.301 -1.430 -0.030
H -1.812 -0.622 -0.199
```

---

An isolated ion of composition C4H6O2P and charge -1 at a distorted geometry, computed with the ωB97M-V functional and the def2-TZVPD basis.

For the gap between HOMO and LUMO, the calculation gives 6.351 eV. As for the SMILES: [O-][P@@]1(O)=CC=CC1. The total charge is -1. The calculation puts the energy above the lowest of the compared OMol25 structures with the same formula, charge and spin at 150.8 kJ/mol. As for the lowest unoccupied orbital energy: 4.181 eV.

```
13
C4H6O2P | the Open Molecules 2025 dataset | the ωB97M-V functional and the def2-TZVPD basis
H -1.607 -0.029 1.715
O -2.241 1.838 -0.989
C 1.024 -0.369 -0.094
C -1.100 -1.315 -0.601
O -1.662 0.856 1.335
H 2.091 -0.323 -0.321
P -1.370 0.835 -0.278
H 0.580 1.226 -1.391
C 0.223 -1.466 -0.244
H -1.980 -1.692 -0.050
H 0.541 -2.535 -0.093
C 0.435 1.038 -0.332
H 0.795 1.880 0.254
```

---

C4H6O2Pd as an isolated structure at a distorted geometry, computed with the ωB97M-V functional and the def2-TZVPD basis.

For the gap between HOMO and LUMO (alpha / beta), the calculation gives 5.869 / 6.966 eV. The total charge is -1. As for the multiplicity: 4. As for the lowest unoccupied orbital energy (alpha / beta): 3.978 / 3.586 eV.

```
13
C4H6O2Pd | the Open Molecules 2025 dataset | the ωB97M-V functional and the def2-TZVPD basis
H -0.724 -0.514 2.089
H 1.237 0.375 0.982
C 2.046 -0.061 0.327
H 0.607 -0.988 -0.551
C -0.347 -1.504 0.194
C -1.300 0.814 0.414
H -0.569 1.619 0.660
C -0.759 -0.485 0.986
O 1.543 -0.533 -0.756
O -1.572 0.762 -0.941
H 0.309 -2.259 0.732
H -2.209 1.068 1.006
Pd -1.343 -0.905 -1.345
```

---

One molecule with the formula C4H6O2S at a distorted geometry, computed with the ωB97M-V functional and the def2-TZVPD basis.

For the gap between HOMO and LUMO, the calculation gives 9.365 eV. As for the SMILES: CS/C=C\C(=O)O. The calculation puts the energy above the lowest of the compared OMol25 structures with the same formula, charge and spin at 179.9 kJ/mol. As for the lowest unoccupied orbital energy: 0.622 eV.

```
13
C4H6O2S | the Open Molecules 2025 dataset | the ωB97M-V functional and the def2-TZVPD basis
O -0.897 1.086 -0.615
C 1.917 1.290 0.150
C 0.432 -1.539 -0.049
H 1.417 1.303 1.209
O -2.720 -0.024 -0.040
H -1.617 -1.967 0.096
C -0.890 -1.328 -0.039
H 1.570 2.160 -0.485
H -3.338 0.791 -0.231
H 2.980 1.363 0.670
C -1.432 0.101 -0.218
H 0.669 -2.635 -0.018
S 1.910 -0.601 -0.431
```

---

One molecule with the formula C4H6O2S at a distorted geometry, computed with the ωB97M-V functional and the def2-TZVPD basis.

For the gap between HOMO and LUMO, the calculation gives 9.541 eV. As for the SMILES: S[C@H]1[C@H]2OCO[C@@H]12. The calculation puts the energy above the lowest of the compared OMol25 structures with the same formula, charge and spin at 372.4 kJ/mol. As for the lowest unoccupied orbital energy: 0.835 eV.

```
13
C4H6O2S | the Open Molecules 2025 dataset | the ωB97M-V functional and the def2-TZVPD basis
H -0.189 2.101 -1.171
S -1.364 1.531 -0.955
C -0.595 -0.819 0.175
C 0.693 0.351 1.280
H -1.160 -0.817 -1.934
C -0.873 -0.163 -1.035
H -0.951 -1.758 0.602
C 0.589 -0.482 -0.695
O -0.681 0.166 1.149
O 1.183 0.553 0.050
H 0.956 -0.709 1.802
H 1.016 1.328 1.855
H 1.374 -1.282 -1.123
```